No. 1
Computed, not measured: an isolated ion of composition C3H7N2O2S and charge +1, with ωB97M-V/def2-TZVPD.

The geometry in XYZ format:
```
15
Properties=species:S:1:pos:R:3:forces:R:3:lowdin_charge:R:1
C 1.388 -0.664 -0.148 -3.73 -1.60 -2.21 -0.18
C -1.380 1.538 0.636 -0.95 0.90 -1.95 -0.37
C -0.085 -0.629 -0.929 2.53 4.14 2.09 -0.27
N 2.037 0.648 0.025 -0.30 0.35 0.40 -0.33
N 1.983 -1.699 0.353 2.26 -0.30 0.54 0.24
O 1.384 1.598 -0.346 0.91 -0.30 0.17 0.12
O 3.139 0.600 0.515 0.11 0.47 -0.02 0.15
S -1.045 -0.250 0.663 0.77 -0.04 -1.45 0.92
H -1.125 1.918 1.584 0.74 0.45 1.12 0.02
H -2.460 1.706 0.558 0.00 -0.54 0.00 0.05
H -0.993 2.226 -0.184 0.14 -1.47 0.99 0.08
H -0.219 0.201 -1.740 0.71 -1.34 1.88 0.14
H -0.253 -1.522 -1.392 -0.76 -2.69 -0.66 0.03
H 1.884 -2.749 0.181 -0.68 2.14 -0.02 0.21
H 2.898 -1.480 0.884 -1.74 -0.16 -0.88 0.19
```
Positions in Å, forces in eV/Å.

Properties
HOMO (spin up / spin down) = -13.7 / -13.7 eV
total charge = +1
gap between HOMO and LUMO (spin up / spin down) = 7.3 / 7.3 eV
DFT total energy = -21123.020 eV
strongest force on any atom = 5.28 eV/Å
SMILES string = CSCC(=[NH2+])[N+](=O)[O-]
relative energy (zero: lowest compared OMol25 entry of this formula, charge and spin) = 394.0 kJ/mol

No. 2
Computed, not measured: one molecule with the formula C3H7N2OP, with ωB97M-V/def2-TZVPD.

The geometry in XYZ format:
```
14
Properties=species:S:1:pos:R:3:forces:R:3:lowdin_charge:R:1
C -1.690 -1.170 0.108 -0.23 -0.82 0.44 -0.24
C -3.079 -0.497 -0.045 5.17 -1.66 0.46 -0.14
C 0.926 -1.345 1.524 -1.72 -2.77 1.24 -0.21
N -2.560 -0.294 1.051 0.69 0.44 1.10 0.05
N 0.848 0.713 -0.356 -0.18 0.10 -0.17 -0.10
O 1.098 -1.720 -1.258 -1.01 0.88 1.37 -0.38
P 0.469 -0.905 -0.165 -2.57 -0.66 -0.92 0.58
H -1.823 -2.248 0.453 0.59 1.24 -0.64 0.07
H -3.890 -0.326 -0.608 -2.85 0.77 -1.82 0.06
H 1.288 -2.457 1.541 -0.38 2.16 -0.25 0.09
H 1.691 -0.666 1.773 1.19 0.56 0.62 0.01
H 0.091 -1.327 2.346 1.33 0.35 -1.85 0.09
H 0.920 1.012 -1.328 0.01 -0.29 0.33 0.06
H 0.419 1.436 0.210 -0.05 -0.30 0.08 0.06
```
Positions in Å, forces in eV/Å.

Properties
HOMO = -9.4 eV
total charge = 0
gap between HOMO and LUMO = 10.2 eV
DFT total energy = -17538.621 eV
strongest force on any atom = 5.45 eV/Å
SMILES string = C[P@@](N)(=O)[C@@H]1C=N1
relative energy (zero: lowest compared OMol25 entry of this formula, charge and spin) = 96.3 kJ/mol

No. 3
Computed, not measured: C3H7N2OP as an isolated structure, with ωB97M-V/def2-TZVPD.

The geometry in XYZ format:
```
14
Properties=species:S:1:pos:R:3:forces:R:3:lowdin_charge:R:1
C -1.547 0.211 -0.030 -0.20 -2.40 -1.41 -0.66
C -0.593 -0.884 -0.796 0.91 1.22 3.01 -0.12
C 0.645 -1.291 0.110 -0.21 0.11 0.18 -0.29
N -1.216 1.478 -0.202 4.78 1.01 -0.14 -0.03
N 1.547 -0.099 0.451 -2.65 -0.28 -0.39 -0.27
O -2.521 -0.150 0.534 -2.14 -1.32 1.23 0.08
P 0.682 1.168 0.048 0.23 2.73 0.12 0.83
H -1.205 -1.712 -0.916 -1.33 -1.58 -0.18 0.08
H -0.337 -0.523 -1.743 0.65 0.64 -1.54 0.07
H 0.203 -1.595 1.045 -0.35 -0.03 0.52 0.08
H 1.173 -2.243 -0.147 0.01 1.19 -0.69 0.11
H -1.693 2.307 0.133 -0.27 -0.63 0.66 0.10
H 0.813 1.590 -1.256 0.67 0.23 -0.55 -0.01
H 0.987 2.326 0.882 -0.10 -0.88 -0.81 0.02
```
Positions in Å, forces in eV/Å.

Properties
HOMO = -9.1 eV
total charge = 0
gap between HOMO and LUMO = 9.6 eV
DFT total energy = -17538.113 eV
strongest force on any atom = 4.89 eV/Å
relative energy (zero: lowest compared OMol25 entry of this formula, charge and spin) = 145.3 kJ/mol

No. 4
Computed, not measured: a 2-piece molecular cluster, C3H7N2OS overall, with ωB97M-V/def2-TZVPD.

The geometry in XYZ format:
```
14
Properties=species:S:1:pos:R:3:forces:R:3:lowdin_charge:R:1
C 2.127 -0.744 -1.974 -1.68 0.68 1.84 -0.66
C -0.747 0.947 1.462 -1.20 1.32 2.97 -0.17
C -0.308 -1.055 0.244 1.20 -1.50 -3.91 -0.20
N -0.400 0.146 0.558 0.04 0.55 -0.23 0.16
N -1.074 2.196 1.191 -0.94 1.33 0.29 0.19
O -1.109 -2.057 0.224 0.18 -0.83 0.19 0.22
S 2.202 -0.585 -3.570 0.17 0.24 -2.54 0.74
H 2.919 -1.289 -1.495 -0.08 -0.01 0.71 0.01
H 1.205 -0.253 -1.520 1.97 -0.52 -0.47 -0.01
H -0.783 0.560 2.520 0.28 0.99 -0.88 0.19
H -1.420 2.930 1.838 0.60 -1.42 -0.01 0.16
H -1.219 2.514 0.238 0.42 -0.49 -0.11 0.14
H -1.813 -2.075 0.847 -1.45 0.20 1.08 0.13
H 0.419 -1.236 -0.562 0.48 -0.55 1.07 0.10
```
Positions in Å, forces in eV/Å.

Properties
HOMO (spin up / spin down) = -10.0 / -13.6 eV
total charge = +1
gap between HOMO and LUMO (spin up / spin down) = 5.3 / 8.7 eV
2S+1 = 3
DFT total energy = -19076.271 eV
strongest force on any atom = 4.36 eV/Å
relative energy (zero: lowest compared OMol25 entry of this formula, charge and spin) = 58.5 kJ/mol

No. 5
Computed, not measured: one molecule with the formula C3H7N2P, with ωB97M-V/def2-TZVPD.

The geometry in XYZ format:
```
13
Properties=species:S:1:pos:R:3:forces:R:3:lowdin_charge:R:1
C -1.043 -0.930 0.122 2.12 -4.33 -0.26 -0.17
C 0.223 -1.261 -0.294 -0.75 -1.65 0.17 -0.28
C -1.289 0.452 0.243 -0.21 3.82 -0.16 -0.36
N -0.528 1.272 -0.709 0.83 -0.31 1.65 0.09
N 1.183 -0.326 -0.709 -2.07 -0.01 -0.32 -0.31
P 2.395 0.215 0.280 1.43 -0.38 -1.32 0.76
H -1.697 -1.690 0.634 0.70 0.77 -1.05 0.12
H 0.560 -2.359 -0.415 -0.56 1.76 0.47 0.13
H -2.333 0.771 -0.009 0.39 -0.35 0.93 0.13
H -0.911 0.725 1.249 -0.96 0.51 -0.19 0.11
H -0.791 0.950 -1.608 -0.29 -0.51 -1.43 0.02
H 1.864 0.670 1.418 -1.18 0.16 2.03 -0.15
H 2.366 1.511 -0.201 0.55 0.52 -0.52 -0.11
```
Positions in Å, forces in eV/Å.

Properties
HOMO (spin up / spin down) = -8.6 / -8.7 eV
total charge = 0
gap between HOMO and LUMO (spin up / spin down) = 7.8 / 8.8 eV
DFT total energy = -15488.377 eV
strongest force on any atom = 4.82 eV/Å
relative energy (zero: lowest compared OMol25 entry of this formula, charge and spin) = 273.5 kJ/mol

No. 6
Computed, not measured: an isolated ion of composition C3H7N2S and charge +1, with ωB97M-V/def2-TZVPD.

The geometry in XYZ format:
```
13
Properties=species:S:1:pos:R:3:forces:R:3:lowdin_charge:R:1
C -0.360 -0.409 0.270 -0.84 0.87 -1.14 -0.35
C 1.082 -0.707 0.385 -0.08 -0.41 1.07 -0.36
C 0.505 1.426 -1.053 0.78 -2.84 -1.30 -0.34
N -0.619 0.637 -0.482 0.73 0.43 0.07 0.08
N -1.408 -1.086 0.754 2.29 -1.13 1.60 0.22
S 2.039 0.493 -0.620 -0.68 -1.11 0.76 0.95
H 1.323 -0.804 1.436 0.27 1.22 0.72 0.11
H 1.249 -1.749 0.244 0.19 -1.00 -1.52 0.10
H 0.599 1.426 -2.156 -1.08 0.26 0.61 0.10
H 0.722 2.340 -0.631 -0.75 2.23 0.90 0.05
H -1.599 0.872 -0.463 0.06 0.93 -0.78 0.17
H -1.191 -1.696 1.552 -0.34 0.13 -0.73 0.16
H -2.342 -0.742 0.763 -0.53 0.42 -0.27 0.13
```
Positions in Å, forces in eV/Å.

Properties
HOMO = -13.3 eV
total charge = +1
gap between HOMO and LUMO = 9.7 eV
DFT total energy = -17032.989 eV
strongest force on any atom = 3.22 eV/Å
SMILES string = [NH2+]=C1CSCN1
relative energy (zero: lowest compared OMol25 entry of this formula, charge and spin) = 56.1 kJ/mol

What did the fifth record say?
Computed, not measured: one molecule with the formula C3H7N2P, with ωB97M-V/def2-TZVPD.

The geometry in XYZ format:
```
13
Properties=species:S:1:pos:R:3:forces:R:3:lowdin_charge:R:1
C -1.043 -0.930 0.122 2.12 -4.33 -0.26 -0.17
C 0.223 -1.261 -0.294 -0.75 -1.65 0.17 -0.28
C -1.289 0.452 0.243 -0.21 3.82 -0.16 -0.36
N -0.528 1.272 -0.709 0.83 -0.31 1.65 0.09
N 1.183 -0.326 -0.709 -2.07 -0.01 -0.32 -0.31
P 2.395 0.215 0.280 1.43 -0.38 -1.32 0.76
H -1.697 -1.690 0.634 0.70 0.77 -1.05 0.12
H 0.560 -2.359 -0.415 -0.56 1.76 0.47 0.13
H -2.333 0.771 -0.009 0.39 -0.35 0.93 0.13
H -0.911 0.725 1.249 -0.96 0.51 -0.19 0.11
H -0.791 0.950 -1.608 -0.29 -0.51 -1.43 0.02
H 1.864 0.670 1.418 -1.18 0.16 2.03 -0.15
H 2.366 1.511 -0.201 0.55 0.52 -0.52 -0.11
```
Positions in Å, forces in eV/Å.

Properties
HOMO (spin up / spin down) = -8.6 / -8.7 eV
total charge = 0
gap between HOMO and LUMO (spin up / spin down) = 7.8 / 8.8 eV
DFT total energy = -15488.377 eV
strongest force on any atom = 4.82 eV/Å
relative energy (zero: lowest compared OMol25 entry of this formula, charge and spin) = 273.5 kJ/mol

Copy entry 6 word for word.
Computed, not measured: an isolated ion of composition C3H7N2S and charge +1, with ωB97M-V/def2-TZVPD.

The geometry in XYZ format:
```
13
Properties=species:S:1:pos:R:3:forces:R:3:lowdin_charge:R:1
C -0.360 -0.409 0.270 -0.84 0.87 -1.14 -0.35
C 1.082 -0.707 0.385 -0.08 -0.41 1.07 -0.36
C 0.505 1.426 -1.053 0.78 -2.84 -1.30 -0.34
N -0.619 0.637 -0.482 0.73 0.43 0.07 0.08
N -1.408 -1.086 0.754 2.29 -1.13 1.60 0.22
S 2.039 0.493 -0.620 -0.68 -1.11 0.76 0.95
H 1.323 -0.804 1.436 0.27 1.22 0.72 0.11
H 1.249 -1.749 0.244 0.19 -1.00 -1.52 0.10
H 0.599 1.426 -2.156 -1.08 0.26 0.61 0.10
H 0.722 2.340 -0.631 -0.75 2.23 0.90 0.05
H -1.599 0.872 -0.463 0.06 0.93 -0.78 0.17
H -1.191 -1.696 1.552 -0.34 0.13 -0.73 0.16
H -2.342 -0.742 0.763 -0.53 0.42 -0.27 0.13
```
Positions in Å, forces in eV/Å.

Properties
HOMO = -13.3 eV
total charge = +1
gap between HOMO and LUMO = 9.7 eV
DFT total energy = -17032.989 eV
strongest force on any atom = 3.22 eV/Å
SMILES string = [NH2+]=C1CSCN1
relative energy (zero: lowest compared OMol25 entry of this formula, charge and spin) = 56.1 kJ/mol